Formula: C3H3N2S
Source: the OMol25 dataset
Level of theory: the ωB97M-V functional and the def2-TZVPD basis

```
9
Properties=species:S:1:pos:R:3:nbo_charge:R:1
C -0.08201 -1.22539 0.13666 0.80
C -1.58091 0.04294 -0.21118 0.00
C -0.39039 0.76350 -0.31074 0.02
N -1.32536 -1.26322 0.11356 -0.33
N 0.68930 -0.14371 0.10397 -0.54
S 2.44086 0.14417 -0.04901 0.33
H -2.49479 0.51339 -0.46346 0.27
H -0.06510 1.73506 -0.50500 0.26
H 2.80840 -0.56674 1.18519 0.19
```

Summary:
energy relative to the best compared isomer or geometry (same formula, charge and spin): 102.4 kcal/mol
HOMO level (spin up / spin down): -15.226 / -15.205 eV
orbital gap (spin up / spin down): 6.5 / 6.9 eV
energy: -16961.713 eV
net charge: +1

Formula: C3H3N2S
Source: the OMol25 dataset
Level of theory: the ωB97M-V functional and the def2-TZVPD basis

```
9
Properties=species:S:1:pos:R:3:nbo_charge:R:1
C 2.65397 1.27384 0.01613 0.52
C 1.08096 -0.66387 -0.01241 0.09
C -0.30203 -0.69208 -0.00235 0.19
N 1.86561 0.40025 -0.01897 -0.57
N -1.01684 0.42731 0.01280 -0.67
S -2.56654 0.58849 -0.00736 0.80
H 1.60348 -1.61815 -0.01863 0.25
H -0.77068 -1.67470 -0.01065 0.23
H -2.54792 1.95892 0.04143 0.16
```

Summary:
energy relative to the best compared isomer or geometry (same formula, charge and spin): 0.0 kcal/mol
HOMO level (spin up / spin down): -13.889 / -15.776 eV
<S²>: 2.01
orbital gap (spin up / spin down): 9.3 / 6.3 eV
energy: -16961.970 eV
2S+1: 3
net charge: +1

Formula: C3H3N3
Source: the OMol25 dataset
Level of theory: the ωB97M-V functional and the def2-TZVPD basis

```
9
Properties=species:S:1:pos:R:3:nbo_charge:R:1
N 0.86671 0.79533 -0.28888 -0.82
C 0.05547 -0.51595 0.34130 -0.19
C -0.76027 0.60541 0.64845 0.24
N -1.52866 1.39384 1.01019 -0.35
C -0.44515 -1.53233 -0.60948 0.25
N -0.78607 -2.30479 -1.40294 -0.24
H 1.46926 1.39041 0.27568 0.41
H 0.61678 1.21741 -1.18267 0.41
H 0.51193 -1.04933 1.20836 0.28
```

Summary:
energy relative to the best compared isomer or geometry (same formula, charge and spin): 76.1 kcal/mol
HOMO level: -9.365 eV
orbital gap: 9.4 eV
energy: -7626.249 eV

Please write out number 2 again, unchanged.
Formula: C3H3N2S
Source: the OMol25 dataset
Level of theory: the ωB97M-V functional and the def2-TZVPD basis

```
9
Properties=species:S:1:pos:R:3:nbo_charge:R:1
C 2.65397 1.27384 0.01613 0.52
C 1.08096 -0.66387 -0.01241 0.09
C -0.30203 -0.69208 -0.00235 0.19
N 1.86561 0.40025 -0.01897 -0.57
N -1.01684 0.42731 0.01280 -0.67
S -2.56654 0.58849 -0.00736 0.80
H 1.60348 -1.61815 -0.01863 0.25
H -0.77068 -1.67470 -0.01065 0.23
H -2.54792 1.95892 0.04143 0.16
```

Summary:
energy relative to the best compared isomer or geometry (same formula, charge and spin): 0.0 kcal/mol
HOMO level (spin up / spin down): -13.889 / -15.776 eV
<S²>: 2.01
orbital gap (spin up / spin down): 9.3 / 6.3 eV
energy: -16961.970 eV
2S+1: 3
net charge: +1

> Which formula does entry 2 have?

C3H3N2S

> energy relative to the best compared isomer or geometry (same formula, charge and spin) of number 3 (C3H3N3)?

76.1 kcal/mol

> What is the energy in the first record?

-16961.713 eV